No. 1
The following is a quantum chemistry calculation of C8H8MgN2O4S as an isolated structure, from the Open Molecules 2025 dataset.

## Properties
HOMO = -0.6119 Ha
Net charge = +2
HOMO-LUMO gap = 7.2 eV
DFT total energy = -1317.8054 Ha

Last column: natural (NBO) charge in e.
Atoms and positions in Å:
O  -0.640  3.160  0.522  -0.340
C  -0.268  2.086  0.321  0.407
Mg  -0.046  -0.294  0.777  1.549
O  2.013  1.096  -3.831  -0.424
C  1.407  0.793  -2.914  0.437
C  -2.024  -0.211  -0.365  0.381
O  -3.165  -0.237  -0.627  -0.297
C  0.175  -2.235  -0.674  0.408
O  0.036  -3.340  -1.002  -0.337
S  2.388  -0.092  1.028  -0.318
C  2.084  -0.292  2.721  0.331
N  3.130  -0.283  3.558  -0.525
C  3.004  -0.267  5.017  -0.231
C  1.783  -1.055  5.442  -0.433
C  0.560  -0.617  4.686  -0.226
N  0.861  -0.498  3.269  -0.568
H  4.016  -0.023  3.113  0.447
H  2.942  0.772  5.360  0.225
H  3.932  -0.696  5.406  0.256
H  1.634  -0.916  6.516  0.274
H  1.969  -2.112  5.264  0.237
H  0.186  0.333  5.064  0.221
H  -0.237  -1.345  4.789  0.237
H  0.018  -0.335  2.719  0.290

No. 2
The following is a quantum chemistry calculation of an isolated molecule of C8H8N2O2S, from the Open Molecules 2025 dataset.

## Properties
HOMO (spin up / spin down) = -0.3077 / -0.3147 Ha
Energy above the lowest of the compared OMol25 structures with the same formula, charge and spin = 4.6243 eV
Net charge = 0
HOMO-LUMO gap (spin up / spin down) = 7.7 / 7.0 eV
DFT total energy = -967.6459 Ha

Last column: natural (NBO) charge in e.
Atoms and positions in Å:
C  -0.833  -1.246  -1.313  -0.202
C  -1.243  -0.754  -0.074  -0.236
C  0.351  -0.955  -1.904  -0.233
C  -0.561  0.320  0.472  -0.099
C  1.106  0.106  -1.375  0.058
C  0.618  0.599  -0.241  0.060
C  -0.126  0.977  2.797  0.228
C  -1.046  1.068  1.720  -0.527
N  -0.168  0.622  3.978  -0.580
N  2.095  0.615  -2.129  -0.801
O  2.646  0.653  2.793  -0.900
O  1.621  2.929  2.793  -0.882
S  1.705  1.595  2.288  1.740
H  -1.316  -2.170  -1.659  0.216
H  -2.132  -1.155  0.531  0.221
H  0.596  -1.430  -2.860  0.215
H  -1.046  2.170  1.516  0.271
H  -2.027  0.600  2.179  0.263
H  0.775  0.463  4.391  0.383
H  2.443  0.198  -3.027  0.409
H  2.749  1.197  -1.553  0.396

No. 3
The following is a quantum chemistry calculation of an isolated molecule of C8H8N2O3, from the Open Molecules 2025 dataset.

## Properties
HOMO = -0.3592 Ha
SMILES = [H]/N=C/[C@](O)(c1ccccc1)[N+](=O)[O-]
Energy above the lowest of the compared OMol25 structures with the same formula, charge and spin = 4.1750 eV
Net charge = 0
HOMO-LUMO gap = 9.6 eV
DFT total energy = -644.7292 Ha

Last column: natural (NBO) charge in e.
Atoms and positions in Å:
H  -2.844  -2.601  0.933  0.361
N  -2.749  -1.919  0.085  -0.598
C  -2.034  -1.029  0.671  0.099
C  -1.597  0.161  -0.200  0.249
O  -2.007  0.019  -1.569  -0.669
C  -0.152  0.421  -0.001  -0.067
C  0.695  -0.693  0.064  -0.199
C  2.070  -0.440  0.146  -0.193
C  2.534  0.829  -0.103  -0.198
C  1.682  1.920  -0.195  -0.188
C  0.293  1.726  -0.050  -0.170
N  -2.334  1.347  0.356  0.491
O  -2.056  1.643  1.551  -0.415
O  -3.040  2.055  -0.352  -0.310
H  -1.890  -0.936  1.754  0.210
H  -2.787  -0.673  -1.518  0.506
H  0.424  -1.727  0.100  0.226
H  2.779  -1.155  0.262  0.209
H  3.602  1.009  -0.145  0.215
H  1.986  2.911  -0.313  0.216
H  -0.405  2.469  0.209  0.226

No. 4
The following is a quantum chemistry calculation of C8H8N2O4PtS as an isolated structure, from the Open Molecules 2025 dataset.

## Properties
HOMO (spin up / spin down) = -0.5643 / -0.6179 Ha
⟨S²⟩ = 2.015
Multiplicity = 3
Energy above the lowest of the compared OMol25 structures with the same formula, charge and spin = 0.0000 eV
Net charge = +2
HOMO-LUMO gap (spin up / spin down) = 7.3 / 5.3 eV
DFT total energy = -1236.9453 Ha

Last column: natural (NBO) charge in e.
Atoms and positions in Å:
Pt  -2.729  -0.346  -0.951  0.694
O  -1.940  -3.336  -0.517  -0.288
C  -2.132  -2.205  -0.646  0.512
C  -3.331  -0.006  0.907  0.485
O  -3.617  0.197  2.013  -0.297
C  -2.075  -0.214  -2.819  0.484
O  -1.627  -0.136  -3.885  -0.295
C  -4.570  -0.921  -1.541  0.424
O  -5.590  -1.343  -1.867  -0.282
S  -1.041  1.563  -0.489  -0.110
C  0.428  0.841  0.092  0.349
N  1.404  0.515  -0.772  -0.539
C  2.820  0.466  -0.364  -0.232
C  2.915  -0.066  1.053  -0.435
C  1.966  0.632  2.004  -0.232
N  0.619  0.663  1.410  -0.538
H  1.209  0.792  -1.732  0.429
H  3.280  1.465  -0.456  0.230
H  3.337  -0.211  -1.048  0.246
H  3.945  0.017  1.418  0.270
H  2.660  -1.131  1.033  0.225
H  2.301  1.654  2.239  0.230
H  1.898  0.070  2.936  0.245
H  -0.133  1.042  1.981  0.428

No. 5
The following is a quantum chemistry calculation of an isolated molecule of C8H8N2OS, from the Open Molecules 2025 dataset.

## Properties
HOMO (spin up / spin down) = -0.2376 / -0.2377 Ha
Energy above the lowest of the compared OMol25 structures with the same formula, charge and spin = 3.5285 eV
Net charge = 0
HOMO-LUMO gap (spin up / spin down) = 6.0 / 6.0 eV
DFT total energy = -892.4326 Ha

Last column: natural (NBO) charge in e.
Atoms and positions in Å:
C  3.259  0.238  0.428  -0.262
C  2.564  1.077  -0.451  -0.196
C  2.630  -0.945  0.799  -0.186
C  1.338  0.770  -1.008  -0.254
C  1.324  -1.107  0.471  -0.293
C  0.587  -0.257  -0.359  0.131
C  -2.354  1.343  0.388  0.944
C  -3.056  -0.854  -0.436  -0.358
N  -3.236  0.471  0.387  -0.646
N  -0.742  -0.414  -0.572  -0.836
O  -1.764  2.335  0.479  -0.402
S  -1.585  -1.721  0.051  0.477
H  4.136  0.488  0.830  0.196
H  3.130  1.929  -0.792  0.202
H  3.209  -1.577  1.373  0.201
H  0.807  1.440  -1.714  0.214
H  0.927  -2.017  1.002  0.203
H  -4.058  -1.263  -0.269  0.209
H  -2.976  -0.366  -1.330  0.219
H  -4.139  0.431  0.724  0.436

No. 6
The following is a quantum chemistry calculation of an isolated molecule of C8H8N2S, from the Open Molecules 2025 dataset.

## Properties
HOMO = -0.3049 Ha
SMILES = Nc1ccccc1/C=N/C=S
Energy above the lowest of the compared OMol25 structures with the same formula, charge and spin = 1.3913 eV
Net charge = 0
HOMO-LUMO gap = 8.2 eV
DFT total energy = -817.3288 Ha

Last column: natural (NBO) charge in e.
Atoms and positions in Å:
N  1.301  1.173  0.922  -0.801
C  0.458  0.939  -0.112  0.329
C  0.382  1.874  -1.157  -0.302
C  -0.495  1.714  -2.203  -0.146
C  -1.333  0.600  -2.246  -0.281
C  -1.259  -0.340  -1.249  -0.118
C  -0.374  -0.207  -0.166  -0.243
C  -0.349  -1.285  0.781  0.186
N  0.285  -1.307  1.885  -0.480
C  0.550  -2.251  2.776  -0.079
S  1.641  -3.453  2.547  -0.098
H  1.994  1.893  0.829  0.389
H  1.454  0.441  1.597  0.419
H  1.045  2.727  -1.120  0.207
H  -0.526  2.448  -2.994  0.217
H  -2.025  0.475  -3.064  0.217
H  -1.896  -1.212  -1.295  0.210
H  -0.973  -2.143  0.508  0.176
H  0.120  -2.086  3.763  0.198

No. 7
The following is a quantum chemistry calculation of a 2-piece molecular cluster, C8H8N4 overall, from the Open Molecules 2025 dataset.

## Properties
HOMO = -0.3592 Ha
SMILES = c1cnccn1.c1cnccn1
Energy above the lowest of the compared OMol25 structures with the same formula, charge and spin = 2.2849 eV
Net charge = 0
HOMO-LUMO gap = 9.9 eV
DFT total energy = -528.6079 Ha

Last column: natural (NBO) charge in e.
Atoms and positions in Å:
C  1.744  -6.447  -1.063  -0.030
C  3.068  -6.539  -1.448  -0.021
N  4.095  -6.299  -0.584  -0.357
C  3.652  -5.882  0.600  -0.017
C  2.377  -5.808  0.992  -0.021
N  1.398  -6.174  0.202  -0.362
H  0.864  -6.659  -1.686  0.209
H  3.361  -6.884  -2.448  0.205
H  4.430  -5.714  1.357  0.193
H  2.116  -5.536  2.024  0.202
C  5.269  -9.335  6.557  -0.015
C  5.253  -10.720  6.906  -0.008
N  5.249  -11.201  8.175  -0.377
C  5.328  -10.268  9.190  -0.025
C  5.251  -8.896  8.903  -0.024
N  5.211  -8.411  7.589  -0.380
H  5.368  -8.964  5.528  0.214
H  5.285  -11.482  6.115  0.200
H  5.103  -10.499  10.240  0.208
H  5.405  -8.135  9.680  0.207

No. 8
The following is a quantum chemistry calculation of an isolated molecule of C8H8N4O, from the Open Molecules 2025 dataset.

## Properties
HOMO = -0.3291 Ha
Energy above the lowest of the compared OMol25 structures with the same formula, charge and spin = 6.3049 eV
Net charge = 0
HOMO-LUMO gap = 7.4 eV
DFT total energy = -603.6956 Ha

Last column: natural (NBO) charge in e.
Atoms and positions in Å:
C  1.739  -0.941  0.432  -0.192
C  3.063  -0.727  0.767  -0.005
C  1.802  1.309  -0.190  0.009
C  1.072  0.156  -0.136  -0.123
C  -1.948  1.920  0.106  0.350
C  -1.103  -1.170  -0.506  -0.373
C  -0.243  0.037  -0.595  -0.162
C  -1.470  1.011  1.118  -0.120
N  3.698  0.400  0.618  -0.215
N  3.123  1.471  0.086  -0.164
N  -2.101  -1.134  0.578  -0.075
N  -2.155  -0.153  1.333  -0.098
O  -1.512  3.058  -0.069  -0.539
H  1.259  -1.866  0.486  0.211
H  3.583  -1.438  1.383  0.202
H  1.377  2.201  -0.405  0.203
H  -2.560  1.253  -0.507  0.110
H  -1.701  -1.222  -1.628  0.265
H  -0.584  -2.172  -0.351  0.238
H  -0.535  0.820  -1.347  0.240
H  -0.886  1.481  1.895  0.239

No. 9
The following is a quantum chemistry calculation of C8H8N4O4RuS as an isolated structure, from the Open Molecules 2025 dataset.

## Properties
HOMO (spin up / spin down) = -0.4354 / -0.4643 Ha
⟨S²⟩ = 0.756
Multiplicity = 2
Net charge = +1
HOMO-LUMO gap (spin up / spin down) = 6.8 / 7.8 eV
DFT total energy = -1322.5090 Ha

Last column: natural (NBO) charge in e.
Atoms and positions in Å:
Ru  -0.495  0.185  -0.055  0.995
O  1.482  -0.050  -3.460  -0.489
C  1.215  -0.053  -2.300  0.747
O  -0.017  -0.331  -1.819  -0.682
C  2.196  0.170  -1.161  0.109
C  3.574  0.107  -1.178  -0.188
C  4.236  0.120  0.051  -0.114
C  3.523  0.131  1.249  -0.183
C  2.144  0.199  1.175  0.124
N  1.551  0.278  -0.007  -0.460
C  1.121  0.012  2.285  0.742
O  1.369  -0.005  3.452  -0.506
O  -0.100  -0.228  1.781  -0.678
H  4.096  0.016  -2.120  0.265
H  5.316  0.062  0.074  0.247
H  4.003  0.062  2.215  0.264
N  -2.156  -1.237  -0.103  -0.556
N  -3.447  -0.684  -0.042  -0.417
C  -3.606  0.640  0.019  0.336
N  -4.833  1.131  0.071  -0.732
S  -2.256  1.707  0.016  0.069
H  -2.050  -1.758  -0.973  0.417
H  -2.015  -1.850  0.698  0.417
H  -4.237  -1.313  -0.023  0.411
H  -5.662  0.559  0.031  0.420
H  -4.953  2.130  0.121  0.440

No. 10
The following is a quantum chemistry calculation of an isolated ion of composition C8H8N5O and charge -1, from the Open Molecules 2025 dataset.

## Properties
HOMO (spin up / spin down) = -0.0930 / -0.0957 Ha
SMILES = [N-]=NC1=C/C=C(O)\C=N\C=C/C\N=N\1
Energy above the lowest of the compared OMol25 structures with the same formula, charge and spin = 3.3897 eV
Net charge = -1
HOMO-LUMO gap (spin up / spin down) = 6.1 / 6.2 eV
DFT total energy = -658.5056 Ha

Last column: natural (NBO) charge in e.
Atoms and positions in Å:
N  2.782  1.882  0.267  -0.110
N  1.682  2.314  0.379  -0.144
C  0.535  1.714  -0.027  0.093
C  -0.699  2.355  0.179  -0.243
C  -1.951  1.820  0.072  -0.308
C  -2.317  0.464  -0.050  0.185
O  -3.665  0.295  -0.430  -0.718
C  -1.575  -0.664  0.182  -0.082
N  -0.306  -0.687  0.605  -0.465
C  0.333  -1.887  0.684  0.001
C  1.577  -2.130  0.252  -0.336
C  2.427  -1.187  -0.547  -0.267
N  1.901  0.111  -0.817  -0.243
N  0.708  0.482  -0.554  -0.077
H  -0.616  3.409  0.419  0.201
H  -2.796  2.501  0.077  0.197
H  -3.805  -0.638  -0.619  0.460
H  -2.052  -1.628  -0.064  0.122
H  -0.225  -2.700  1.164  0.160
H  2.011  -3.113  0.387  0.188
H  3.395  -1.043  -0.042  0.205
H  2.657  -1.666  -1.518  0.181

No. 11
The following is a quantum chemistry calculation of an isolated molecule of C8H8N6S, from the Open Molecules 2025 dataset.

## Properties
HOMO = -0.3299 Ha
SMILES = c1nc2nc[nH]c(SC3=NCCN3)c-2n1
Energy above the lowest of the compared OMol25 structures with the same formula, charge and spin = 0.6178 eV
Net charge = 0
HOMO-LUMO gap = 9.0 eV
DFT total energy = -1036.3369 Ha

Last column: natural (NBO) charge in e.
Atoms and positions in Å:
C  3.844  -1.434  -1.937  0.234
N  3.820  -2.506  -0.970  -0.477
C  3.049  -1.980  -0.081  0.345
N  2.695  -2.553  1.120  -0.436
C  1.733  -2.002  1.769  0.272
N  1.142  -0.812  1.394  -0.530
C  1.523  -0.120  0.244  0.062
S  0.948  1.467  -0.210  0.376
C  -0.594  1.842  0.519  0.240
N  -1.377  1.159  1.353  -0.532
C  -2.362  2.261  1.876  -0.250
C  -2.260  3.411  0.893  -0.237
N  -0.958  3.165  0.259  -0.633
C  2.490  -0.681  -0.526  -0.015
N  3.106  -0.362  -1.776  -0.464
H  4.484  -1.506  -2.773  0.185
H  1.457  -2.469  2.692  0.203
H  0.472  -0.495  1.995  0.434
H  -2.167  2.606  2.898  0.190
H  -3.322  1.747  1.991  0.215
H  -2.932  3.250  0.076  0.195
H  -2.370  4.335  1.333  0.211
H  -0.248  3.846  0.031  0.412

No. 12
The following is a quantum chemistry calculation of C8H8N6SSbSe4Yb as an isolated structure, from the Open Molecules 2025 dataset.

## Properties
HOMO (spin up / spin down) = -0.2203 / -0.2209 Ha
⟨S²⟩ = 0.760
Multiplicity = 2
Energy above the lowest of the compared OMol25 structures with the same formula, charge and spin = 0.5569 eV
Net charge = 0
HOMO-LUMO gap (spin up / spin down) = 4.2 / 4.3 eV
DFT total energy = -12041.0967 Ha

Last column: natural (NBO) charge in e.
Atoms and positions in Å:
Yb  0.955  -0.448  -1.081  1.368
N  -0.077  3.159  -1.019  -0.744
C  -1.015  2.347  -0.525  0.637
N  -2.138  2.894  -0.111  -0.560
C  -2.907  2.100  0.632  0.611
N  -3.904  2.555  1.430  -0.754
N  -2.749  0.802  0.825  -0.537
C  -1.684  0.305  0.234  0.450
N  -0.776  0.977  -0.566  -0.701
C  -1.503  -1.140  0.597  0.164
C  -2.272  -1.892  1.496  -0.185
C  -1.778  -3.104  1.927  -0.149
C  -0.668  -3.704  1.416  -0.225
C  -0.003  -2.979  0.504  0.061
N  -0.371  -1.733  0.197  -0.556
H  -0.183  4.164  -1.017  0.425
H  0.815  2.777  -1.282  0.419
H  -4.279  3.485  1.327  0.399
H  -4.659  1.973  1.808  0.413
H  -3.221  -1.543  1.926  0.248
H  -2.412  -3.551  2.739  0.236
H  -0.251  -4.729  1.653  0.254
H  0.860  -3.354  -0.035  0.224
S  3.717  -0.930  -0.691  -0.702
Se  7.307  2.543  -3.237  -0.253
Sb  5.552  0.031  -3.235  0.853
Se  6.512  -2.299  -3.741  -0.729
Se  8.078  0.485  -2.682  -0.100
Se  3.055  0.809  0.511  -0.566

Copy entry 5 word for word.
The following is a quantum chemistry calculation of an isolated molecule of C8H8N2OS, from the Open Molecules 2025 dataset.

## Properties
HOMO (spin up / spin down) = -0.2376 / -0.2377 Ha
Energy above the lowest of the compared OMol25 structures with the same formula, charge and spin = 3.5285 eV
Net charge = 0
HOMO-LUMO gap (spin up / spin down) = 6.0 / 6.0 eV
DFT total energy = -892.4326 Ha

Last column: natural (NBO) charge in e.
Atoms and positions in Å:
C  3.259  0.238  0.428  -0.262
C  2.564  1.077  -0.451  -0.196
C  2.630  -0.945  0.799  -0.186
C  1.338  0.770  -1.008  -0.254
C  1.324  -1.107  0.471  -0.293
C  0.587  -0.257  -0.359  0.131
C  -2.354  1.343  0.388  0.944
C  -3.056  -0.854  -0.436  -0.358
N  -3.236  0.471  0.387  -0.646
N  -0.742  -0.414  -0.572  -0.836
O  -1.764  2.335  0.479  -0.402
S  -1.585  -1.721  0.051  0.477
H  4.136  0.488  0.830  0.196
H  3.130  1.929  -0.792  0.202
H  3.209  -1.577  1.373  0.201
H  0.807  1.440  -1.714  0.214
H  0.927  -2.017  1.002  0.203
H  -4.058  -1.263  -0.269  0.209
H  -2.976  -0.366  -1.330  0.219
H  -4.139  0.431  0.724  0.436

- Look up the net charge of the fifth one.
  0